Below is a 6-piece molecular cluster, C12H36O6 overall, with properties calculated with ωB97M-V/def2-TZVPD.

For the orbital gap, the calculation gives 10.02 eV. For the LUMO energy, the calculation gives 0.50 eV. The calculation puts the total energy at -930.1714 hartree. As for the structure (SMILES): CCO.CCO.CCO.CCO.CCO.CCO.

The geometry in XYZ format:
```
54
Properties=species:S:1:pos:R:3:forces:R:3:mulliken_charge:R:1
C -2.716 -2.913 -0.997 -0.12 -0.30 -0.96 -0.914
C -2.176 -3.358 0.335 -0.39 -0.15 0.62 0.011
O -2.149 -4.783 0.466 0.13 0.16 -0.11 -0.560
H -2.665 -1.837 -1.162 0.12 0.05 0.19 0.236
H -3.753 -3.214 -1.179 -0.02 0.02 0.40 0.342
H -2.166 -3.408 -1.805 0.17 0.16 0.12 0.277
H -2.778 -2.949 1.155 0.06 0.14 -0.07 0.272
H -1.158 -3.010 0.501 0.08 -0.04 -0.16 0.041
H -3.017 -5.074 0.754 -0.02 -0.03 -0.05 0.315
C -2.382 3.697 1.796 -0.02 -0.18 0.35 -1.006
C -3.255 3.531 0.573 -0.09 -0.22 0.30 -0.260
O -2.443 3.376 -0.583 0.09 0.14 -0.03 -0.434
H -1.547 2.996 1.785 0.01 0.07 -0.15 0.154
H -2.964 3.449 2.689 0.00 0.17 -0.05 0.327
H -1.994 4.707 1.909 0.06 0.01 -0.10 0.320
H -3.921 4.393 0.480 -0.02 0.00 -0.10 0.375
H -3.880 2.639 0.714 -0.01 0.04 -0.13 0.256
H -2.981 3.566 -1.354 -0.02 -0.03 -0.10 0.245
C 1.161 -1.396 4.735 -0.46 -0.03 0.04 -1.112
C 1.986 -1.053 3.512 0.08 0.27 -0.03 0.101
O 1.936 0.347 3.266 -0.08 -0.01 0.11 -0.564
H 1.654 -1.127 5.667 0.07 0.03 -0.01 0.289
H 0.897 -2.455 4.763 0.18 -0.04 0.05 0.325
H 0.223 -0.836 4.683 0.06 -0.04 0.02 0.294
H 1.607 -1.594 2.641 0.05 -0.03 -0.02 0.108
H 3.036 -1.331 3.664 -0.05 -0.12 -0.05 0.213
H 1.584 0.476 2.375 0.27 -0.07 -0.13 0.345
C 5.087 -2.752 0.000 -0.14 -0.13 0.45 -0.950
C 4.559 -1.950 -1.158 -0.26 0.13 0.10 -0.276
O 3.125 -1.849 -1.132 0.18 -0.09 0.00 -0.516
H 4.654 -2.373 0.929 0.03 -0.01 -0.01 0.185
H 6.169 -2.662 0.091 0.04 -0.09 -0.13 0.348
H 4.820 -3.809 -0.081 0.08 0.00 -0.04 0.339
H 4.863 -2.381 -2.111 0.14 0.14 -0.10 0.268
H 4.915 -0.926 -1.068 0.02 0.05 -0.26 0.307
H 2.770 -2.744 -1.122 -0.08 0.01 0.01 0.257
C -0.403 2.497 -3.593 0.52 0.24 0.17 -0.497
C -1.427 3.558 -3.936 -0.67 -0.52 -0.25 -0.253
O -1.134 4.257 -5.138 0.09 0.10 0.10 -0.553
H 0.535 2.978 -3.303 -0.01 -0.08 -0.01 0.282
H -0.176 1.847 -4.440 -0.19 -0.01 -0.07 0.387
H -0.730 1.875 -2.760 -0.10 0.05 0.01 -0.076
H -1.516 4.296 -3.141 0.22 0.14 -0.02 0.159
H -2.421 3.089 -4.026 0.09 0.04 0.01 0.260
H -1.186 3.630 -5.867 0.04 0.05 0.06 0.312
C -0.750 0.167 0.472 -0.40 0.46 -0.39 -0.409
C 0.499 0.100 -0.392 -0.36 -0.38 0.62 0.051
O 1.650 0.006 0.432 -0.09 0.28 0.14 -0.470
H -0.771 1.068 1.089 0.23 -0.08 0.01 -0.220
H -0.925 -0.692 1.117 0.21 -0.14 -0.08 0.198
H -1.596 0.280 -0.216 -0.07 -0.11 0.18 0.291
H 0.509 1.005 -1.003 0.28 -0.06 -0.15 0.039
H 0.443 -0.789 -1.027 0.00 0.13 -0.22 0.260
H 2.298 -0.566 0.001 0.06 -0.08 -0.14 0.283
```
Forces are in eV/Å.

Below is a 3-piece molecular cluster, C12H37BN6O2 overall, with properties calculated with ωB97M-V/def2-TZVPD.

For the orbital gap, the calculation gives 8.92 eV. For the LUMO energy, the calculation gives 0.44 eV. The calculation puts the total energy at -983.1532 hartree. As for the structure (SMILES): NC(N)(N)CBCC(N)(N)N.CCOCC.CCOCC.

The geometry in XYZ format:
```
58
Properties=species:S:1:pos:R:3:forces:R:3:mulliken_charge:R:1
N 0.772 0.544 1.338 -1.34 0.15 -1.66 -0.428
C -0.041 -0.343 0.374 0.97 -0.76 0.81 0.147
N 0.968 -1.251 -0.356 -1.67 0.54 0.06 -0.624
N -0.886 -1.248 1.243 0.57 1.02 0.04 -0.483
C -0.881 0.644 -0.629 0.16 0.15 -0.37 -0.444
B -2.228 -0.025 -1.299 -0.17 0.35 1.11 0.516
C -3.752 0.114 -0.699 -0.93 0.22 -0.13 -0.919
C -4.141 -0.965 0.473 -1.93 0.06 -0.01 0.748
N -3.832 -0.442 1.875 -0.42 0.32 -0.96 -0.643
N -3.599 -2.374 0.232 -0.42 0.04 0.18 -0.605
N -5.676 -1.114 0.419 0.49 -0.38 0.49 -0.753
H 1.231 1.248 0.693 -0.64 -0.98 1.14 0.306
H 0.032 1.073 1.862 1.01 -0.43 -0.59 0.266
H 1.194 -2.007 0.342 -0.32 1.08 -1.15 0.314
H 0.434 -1.680 -1.157 0.84 0.37 1.07 0.310
H -0.516 -1.244 2.224 -0.35 -0.25 -1.46 0.212
H -0.963 -2.213 0.849 0.01 1.39 0.61 0.243
H -0.147 0.932 -1.512 -1.33 -0.42 1.88 -0.143
H -1.178 1.627 -0.034 0.74 -2.05 -1.11 0.194
H -2.111 -0.628 -2.329 0.10 -0.06 0.12 -0.217
H -4.555 -0.040 -1.569 1.73 0.29 1.81 0.117
H -3.970 1.192 -0.246 0.43 -2.32 -0.86 0.211
H -3.054 0.256 1.868 -0.81 -1.20 -0.22 0.220
H -4.661 0.060 2.289 1.01 -0.78 -1.09 0.309
H -4.051 -3.012 0.950 0.79 1.23 -0.97 0.296
H -3.947 -2.755 -0.690 0.44 0.96 1.24 0.276
H -5.909 -1.789 -0.368 0.35 1.10 1.61 0.307
H -6.001 -1.520 1.347 0.58 0.37 -1.71 0.268
C 3.623 1.191 3.157 0.15 -0.04 -0.06 -0.887
C 2.625 1.710 4.179 0.13 -0.14 -0.02 -0.194
O 3.087 1.610 5.524 -0.01 0.00 0.14 -0.440
C 4.280 2.323 5.840 -0.14 -0.02 -0.03 -0.330
C 4.168 3.821 5.612 -0.10 0.12 -0.05 -0.987
H 3.876 0.144 3.366 -0.12 0.18 -0.08 0.239
H 3.204 1.258 2.147 0.04 -0.10 0.25 0.259
H 4.554 1.760 3.171 -0.03 0.06 -0.02 0.334
H 1.712 1.108 4.116 0.16 0.03 0.22 0.173
H 2.331 2.740 3.956 0.06 0.09 -0.05 0.263
H 5.128 1.902 5.289 0.01 0.07 -0.07 0.296
H 4.484 2.142 6.902 -0.22 -0.13 -0.18 0.331
H 3.972 4.062 4.564 0.11 -0.01 0.04 0.248
H 5.096 4.321 5.904 -0.10 -0.06 -0.01 0.379
H 3.345 4.237 6.202 0.13 -0.07 -0.04 0.278
C 1.376 0.248 -4.423 -0.11 0.12 0.03 -0.654
C 1.433 -1.270 -4.362 -0.04 0.09 0.05 -0.369
O 0.160 -1.878 -4.160 -0.06 -0.07 0.12 -0.412
C -0.828 -1.627 -5.156 0.08 -0.06 0.03 -0.242
C -0.423 -2.101 -6.542 0.13 -0.08 -0.08 -1.247
H 0.935 0.652 -3.504 0.14 -0.10 -0.14 -0.068
H 2.382 0.664 -4.544 -0.13 -0.08 0.06 0.398
H 0.768 0.600 -5.259 0.09 0.00 -0.04 0.291
H 2.059 -1.563 -3.513 -0.27 -0.09 -0.03 0.341
H 1.912 -1.683 -5.254 -0.02 0.06 -0.08 0.347
H -1.095 -0.565 -5.163 0.04 0.03 -0.07 0.293
H -1.730 -2.168 -4.848 0.27 0.05 0.16 0.374
H 0.470 -1.587 -6.905 -0.11 0.04 -0.02 0.273
H -1.231 -1.918 -7.258 0.07 -0.02 0.10 0.410
H -0.202 -3.173 -6.530 -0.07 0.13 0.01 0.306
```
Forces are in eV/Å.

Below is C12H37N3O7Sr as an isolated structure, with properties calculated with ωB97M-V/def2-TZVPD.

As for the expectation value of S²: 0.7559. For the orbital gap (alpha / beta), the calculation gives 6.83 / 5.16 eV. For the LUMO energy (alpha / beta), the calculation gives 2.67 / 1.15 eV. The calculation puts the total energy at -1200.9867 hartree. Its spin multiplicity is 2. As for the net charge: -1.

The geometry in XYZ format:
```
60
Properties=species:S:1:pos:R:3:forces:R:3:mulliken_charge:R:1
Sr 7.157 -4.344 2.909 0.96 0.38 -1.15 1.676
O 6.810 -1.861 3.443 -0.29 0.47 0.10 -0.417
H 6.038 -1.406 3.053 0.23 -0.30 -0.17 0.290
O 4.960 -4.985 3.632 -0.46 -0.88 0.50 -1.076
H 4.524 -5.783 3.988 0.24 0.71 -0.39 0.083
O 9.406 -3.408 2.569 0.78 -0.52 0.61 -0.934
H 10.369 -3.327 2.717 -0.88 0.10 -0.11 0.017
O 6.933 -3.255 0.715 -0.78 -0.28 -0.47 -1.013
H 6.293 -3.460 0.006 0.18 0.72 0.50 0.071
C 8.419 -4.713 7.272 1.45 -0.02 2.06 -1.631
C 7.043 -4.972 6.838 -2.34 -1.54 -0.11 0.051
C 5.870 -4.478 7.781 2.39 -1.13 -0.30 -0.696
O 5.883 -5.376 8.866 0.02 0.75 -0.31 -0.286
C 4.884 -5.191 9.798 -0.26 -0.91 1.38 -0.800
N 6.864 -4.374 5.589 0.39 2.00 -1.39 -0.204
H 8.776 -5.392 8.046 -0.40 -0.13 0.42 0.366
H 8.417 -3.731 7.745 0.58 0.36 -0.23 0.376
H 9.210 -4.831 6.531 -0.53 0.48 -0.54 0.336
H 6.910 -6.037 6.644 -0.18 -0.35 0.48 0.284
H 4.906 -4.465 7.274 -0.01 -0.12 -0.18 0.449
H 6.168 -3.470 8.071 -0.28 0.40 0.32 0.320
H 5.010 -6.091 10.400 -0.79 -0.12 0.24 0.255
H 3.870 -5.082 9.413 -0.10 -0.37 -0.50 0.308
H 4.970 -4.382 10.523 0.68 0.67 -0.20 0.305
H 6.902 -3.382 5.776 0.32 0.69 -0.46 0.042
H 5.950 -4.500 5.179 -0.91 -0.63 -0.37 0.607
C 7.031 -8.295 -0.246 0.79 0.79 -0.71 -1.077
C 7.036 -6.795 -0.595 -1.23 0.38 -0.30 0.258
C 6.037 -6.388 -1.802 2.12 -0.90 1.28 -0.749
O 6.516 -6.978 -3.005 -0.07 -0.05 -0.46 -0.351
C 5.766 -8.037 -3.502 -0.16 -0.66 -0.25 -0.680
N 6.673 -6.038 0.600 0.50 -0.95 -0.52 -0.182
H 7.426 -8.865 -1.086 -0.59 -0.27 -0.30 0.399
H 6.040 -8.599 0.091 0.07 -0.28 -0.07 0.312
H 7.796 -8.474 0.510 -0.30 0.14 0.41 -0.154
H 8.037 -6.488 -0.898 0.07 -0.02 -0.02 0.405
H 6.067 -5.318 -2.010 -0.11 0.08 0.55 0.328
H 5.061 -6.709 -1.438 -0.40 -0.10 -0.61 0.403
H 4.768 -7.726 -3.812 -0.38 -0.01 0.36 0.287
H 5.757 -8.878 -2.809 -0.48 -0.02 0.34 0.273
H 6.188 -8.478 -4.405 0.58 0.46 -0.14 0.254
H 6.754 -5.063 0.351 -0.04 0.87 0.48 0.273
H 5.732 -6.257 0.893 -0.30 0.11 0.07 0.149
C 7.991 -8.329 3.821 0.44 0.35 0.57 -1.059
C 9.332 -7.534 3.710 -1.82 -1.37 -0.66 0.132
C 10.428 -8.405 3.024 -1.10 0.12 -0.86 -0.946
O 10.057 -8.702 1.648 0.17 -0.57 -0.21 -0.188
C 10.969 -9.626 0.989 -0.08 2.08 0.22 -0.937
N 8.942 -6.380 2.910 1.32 -0.60 0.20 0.095
H 7.658 -8.657 2.836 0.19 -0.19 0.03 0.160
H 7.220 -7.647 4.178 0.04 0.11 0.04 0.165
H 8.025 -9.151 4.536 0.14 -0.29 -0.16 0.427
H 9.641 -7.200 4.701 0.29 -0.17 0.02 0.419
H 10.454 -9.398 3.472 0.75 0.22 0.73 0.418
H 11.330 -7.794 2.981 0.53 -0.49 0.33 0.405
H 10.835 -9.555 -0.090 -0.82 -0.28 0.07 0.262
H 10.931 -10.655 1.346 -0.09 0.08 0.17 0.325
H 11.959 -9.176 1.059 0.47 -0.44 0.56 0.341
H 9.730 -5.749 2.911 0.02 0.96 -0.23 0.144
H 8.941 -6.778 1.982 -0.49 0.45 -0.68 -0.092
```
Forces are in eV/Å.

Below is a 7-piece molecular cluster, C12H37O13 overall, with properties calculated with ωB97M-V/def2-TZVPD.

For the orbital gap, the calculation gives 9.89 eV. For the LUMO energy, the calculation gives 2.93 eV. The calculation puts the total energy at -1457.5522 hartree. As for the net charge: -1.

The geometry in XYZ format:
```
62
Properties=species:S:1:pos:R:3:forces:R:3:mulliken_charge:R:1
O 1.145 -0.426 -0.436 -0.12 0.06 0.36 1.763
H 0.518 0.210 -0.082 0.00 0.49 -0.24 -0.767
C 2.655 0.839 -3.456 -0.56 0.47 0.22 -0.269
C 3.372 1.557 -2.335 0.14 0.17 0.06 -0.513
O 2.474 2.170 -1.405 0.04 -0.40 -0.18 -0.599
O 2.031 -0.342 -3.045 -0.04 -0.66 0.29 -0.572
H 3.348 0.614 -4.268 0.11 -0.11 -0.03 0.383
H 1.879 1.518 -3.841 0.20 0.18 -0.16 0.183
H 3.980 2.354 -2.778 -0.04 0.01 0.20 0.403
H 4.028 0.855 -1.805 0.05 0.04 -0.10 0.245
H 2.064 1.433 -0.920 0.07 0.17 -0.01 0.062
H 1.756 -0.285 -2.101 -0.02 0.02 -0.42 -0.046
C 2.243 -3.821 -0.230 0.27 -0.04 0.01 -0.346
C 3.421 -3.107 -0.856 0.29 0.44 -0.24 -0.334
O 3.601 -1.806 -0.322 -0.08 -0.01 0.11 -0.581
O 0.989 -3.340 -0.664 0.02 0.00 -0.03 -0.633
H 2.347 -3.724 0.860 -0.03 -0.05 0.01 0.152
H 2.317 -4.883 -0.481 -0.26 0.02 -0.04 0.399
H 3.335 -3.033 -1.949 -0.29 -0.20 0.05 0.198
H 4.348 -3.657 -0.656 -0.10 -0.01 0.15 0.358
H 2.751 -1.331 -0.366 0.32 -0.01 -0.02 -0.164
H 0.966 -2.373 -0.550 -0.03 -0.10 -0.01 0.062
C -3.586 -1.907 2.075 -0.16 0.05 1.17 -0.372
C -3.543 -1.342 0.691 0.18 0.68 -0.32 -0.540
O -2.794 -0.109 0.672 -0.04 -0.46 0.04 -0.201
O -2.336 -2.336 2.568 0.14 -0.33 -0.21 -0.555
H -4.286 -2.746 2.163 0.21 -0.13 -0.39 0.384
H -4.003 -1.166 2.779 0.08 0.23 -0.31 0.204
H -4.545 -1.076 0.350 -0.05 -0.16 0.01 0.394
H -3.089 -2.039 -0.016 -0.06 -0.06 -0.02 0.233
H -1.875 -0.329 0.471 -0.20 0.10 -0.11 0.085
H -1.600 -1.787 2.235 -0.27 0.07 0.13 0.457
C 0.826 -0.806 3.101 0.65 0.01 0.30 -0.529
C 1.782 0.379 3.079 0.38 -0.05 -0.03 -0.313
O 2.652 0.322 1.952 -0.58 0.03 -0.15 -0.588
O -0.083 -0.737 2.004 0.42 -0.14 0.18 -0.411
H 0.303 -0.892 4.058 -0.39 0.34 -0.27 0.397
H 1.444 -1.714 3.051 -0.12 0.04 -0.27 0.294
H 2.441 0.351 3.957 -0.14 -0.15 -0.06 0.391
H 1.251 1.341 3.138 -0.17 -0.16 -0.20 0.125
H 2.137 0.126 1.131 0.48 0.17 0.52 0.110
H 0.492 -0.797 1.204 -0.41 -0.39 0.09 0.251
C -2.720 0.752 -3.000 -0.38 -0.03 0.23 -0.589
C -1.330 0.634 -2.463 0.84 0.73 -0.23 0.199
O -1.248 -0.595 -1.800 0.43 -0.53 0.66 -0.515
O -3.004 -0.324 -3.883 -0.14 0.10 -0.15 -0.605
H -2.842 1.690 -3.543 0.00 -0.06 -0.15 0.369
H -3.431 0.757 -2.160 0.06 -0.02 -0.08 0.220
H -1.061 1.485 -1.813 -0.37 -0.08 0.12 0.212
H -0.601 0.700 -3.284 -0.11 -0.27 -0.04 0.089
H -0.363 -0.670 -1.363 -0.27 -0.14 -0.59 0.075
H -2.655 -1.124 -3.471 0.06 0.11 0.08 0.349
C -1.535 2.786 1.701 -0.92 -0.59 -0.13 0.426
C -1.355 4.277 1.657 0.14 -0.19 0.96 -0.608
O -1.912 4.890 2.829 -0.08 0.09 -0.17 -0.566
O -2.925 2.519 1.480 0.09 -0.03 -0.20 -0.601
H -1.265 2.401 2.691 0.27 0.06 -0.08 0.175
H -0.937 2.275 0.937 0.15 0.17 0.04 -0.245
H -1.832 4.665 0.756 0.27 0.14 -0.11 0.311
H -0.287 4.490 1.737 -0.07 0.23 -0.43 0.302
H -2.833 4.616 2.910 0.05 -0.11 -0.16 0.321
H -3.020 1.617 1.108 0.10 0.29 0.38 0.480
```
Forces are in eV/Å.

no.,F_max (eV/A)
1,1.01
2,2.52
3,2.80
4,1.18